10
Properties=species:S:1:pos:R:3:forces:R:3:mulliken_charge:R:1 method="wB97M-V/def2-TZVPD" e_above_lowest_ev=2.387 spin_multiplicity=1
C 1.44242 -0.35542 -0.17972 -0.8602 -2.7060 0.4258 -0.46
C 0.69610 0.68148 -0.91607 -1.9880 0.0935 2.8490 -0.45
P -1.36684 1.23687 0.30625 2.2690 -1.8490 -1.4534 0.04
Cl 2.74876 -1.09684 -1.10659 1.4234 -0.2051 -1.5000 -0.18
Cl 1.65026 2.07742 -1.15089 0.0747 0.8166 -0.4808 -0.13
H 2.03093 -0.04280 0.67078 -0.9275 0.1858 0.7184 0.35
H 0.83873 -1.34224 -0.11745 0.3200 2.2126 0.9950 0.27
H 0.24586 0.21823 -1.73516 -0.5527 0.0389 -1.7673 0.42
H -0.55221 2.16515 0.92409 0.1017 0.9068 0.1084 0.06
H -1.74754 1.93636 -0.85399 0.1395 0.5057 0.1049 0.06

=====

62
Properties=species:S:1:pos:R:3:forces:R:3:mulliken_charge:R:1 method="wB97M-V/def2-TZVPD" energy_ha=-3314.5985 total_charge=+1 spin_multiplicity=1
C 1.94691 -0.65501 1.64753 0.2618 0.7580 -0.7280 0.05
S 0.71365 -1.91337 1.11515 1.0012 -0.8939 -0.5171 0.39
F 0.87278 -2.22443 -0.48069 -0.0055 0.9471 1.7014 -0.14
P -1.18550 -0.92589 1.39518 -5.1992 2.1460 1.4129 0.96
O -1.15961 -0.37144 2.79198 1.0715 -1.2541 -2.6937 -0.56
O -2.33436 -2.14628 1.29537 3.5504 1.9007 -1.0515 -0.40
O -1.57371 0.13901 0.20828 1.7496 -2.7341 1.7169 -0.30
H 2.71083 -1.11239 2.32075 -0.8426 0.0248 -0.6155 0.44
H 1.38563 0.16892 2.15132 0.3860 -0.7454 -0.3829 -0.43
H 2.45954 -0.25399 0.73249 -0.3819 -0.3520 0.7037 0.32
H -2.04196 -2.67740 0.51995 -0.8944 -0.2453 0.0872 0.29
H -0.97082 0.94175 0.20371 -0.7262 0.1382 0.0223 0.47
C 0.38101 2.33476 3.36820 -0.4307 -0.3084 -0.5881 -0.16
C 0.15492 3.32924 4.46701 -0.3581 -0.2170 0.6790 0.19
O 1.44111 3.44089 5.05836 0.1083 0.0948 -0.7954 -0.33
C 2.33450 3.18544 4.06622 0.6087 0.1088 0.3195 0.51
O 3.49321 3.44371 4.11965 -0.2607 -0.0722 -0.0957 -0.46
O 1.73406 2.59998 2.99428 0.1109 0.1878 0.2060 -0.15
F -0.71012 2.85176 5.38969 0.0580 0.1495 -0.0353 -0.28
H 0.29600 1.30207 3.71237 -0.1215 0.1764 0.2856 0.29
H -0.29424 2.48034 2.52526 0.2244 0.0618 -0.0076 0.09
H -0.17846 4.31243 4.12510 -0.0521 -0.0318 0.1396 0.33
C -1.43640 -1.40376 -4.04264 -0.2003 0.8277 -0.0137 -0.44
C -1.36690 -2.59153 -4.95540 0.5450 -0.0368 -0.6120 0.32
O -1.00783 -3.64411 -4.07261 -0.6023 0.2414 0.4084 -0.30
C -1.51441 -3.30225 -2.86361 0.0155 -0.3552 0.2979 0.62
O -1.64316 -4.05689 -1.94756 0.1717 0.3430 0.1241 -0.55
O -1.86673 -1.99528 -2.81695 0.1332 -0.3775 -0.0002 -0.25
F -0.39048 -2.44367 -5.87802 -0.1037 -0.0994 0.0264 -0.28
H -0.46271 -0.92995 -3.89634 0.0509 -0.1909 -0.1515 0.30
H -2.14453 -0.65118 -4.38649 -0.1019 -0.1236 0.2078 0.27
H -2.30892 -2.83526 -5.45262 0.1193 -0.0473 -0.0702 0.30
C 6.17666 2.69376 2.98483 0.1770 0.1349 0.9669 -0.39
C 5.93068 3.56505 1.79123 0.5426 0.4272 -0.1303 0.41
O 5.79088 2.62325 0.73694 -0.5217 -0.2785 0.3499 -0.32
C 5.30017 1.49724 1.31032 0.0079 -0.3489 0.0554 0.68
O 4.80625 0.59329 0.70573 -0.1539 0.0294 0.0552 -0.57
O 5.42679 1.52329 2.65839 -0.0746 -0.0069 -0.6624 -0.31
F 6.99688 4.35575 1.53104 -0.1013 0.0409 -0.1054 -0.29
H 7.23033 2.42993 3.10092 -0.0057 0.0907 -0.2501 0.33
H 5.82203 3.14312 3.91132 -0.1565 -0.2356 -0.1497 0.28
H 5.02740 4.17641 1.85823 0.1187 0.0374 -0.0479 0.21
C -0.66180 5.29684 -1.74146 -0.1157 0.8865 -0.0657 -0.48
C -0.64235 4.13301 -2.68423 0.5361 0.1908 -0.7415 0.36
O -0.31938 3.04501 -1.82799 -0.5967 -0.0261 0.6235 -0.25
C -0.80584 3.37809 -0.61035 0.0879 0.4733 -0.0986 0.61
O -0.95754 2.59784 0.28926 0.3466 0.1055 0.0238 -0.70
O -1.10768 4.68791 -0.52679 0.1136 -0.9343 0.0922 -0.30
F 0.33262 4.26450 -3.60853 -0.1264 -0.1585 0.0515 -0.27
H 0.32923 5.72963 -1.58846 0.0220 -0.1833 -0.1174 0.29
H -1.34294 6.08357 -2.06136 -0.1041 -0.1186 0.2442 0.28
H -1.59568 3.93774 -3.18120 0.1144 -0.0743 -0.0605 0.30
C -3.78104 -6.34575 -1.96191 0.8603 -0.1467 0.0167 -0.23
C -4.93249 -5.51003 -1.49038 -0.3961 0.1914 -0.4384 0.40
O -6.02742 -6.39900 -1.58180 0.5311 0.1013 0.3495 -0.32
C -5.51110 -7.64855 -1.39753 -0.4107 -1.0478 0.0723 0.54
O -6.15851 -8.60842 -1.14651 0.1486 0.2764 -0.1152 -0.47
O -4.15680 -7.65072 -1.53076 -0.3971 0.3288 0.0361 -0.34
F -5.15270 -4.45809 -2.32410 -0.0202 0.1384 0.1030 -0.30
H -3.67666 -6.33865 -3.05000 -0.1771 0.1577 0.0310 0.27
H -2.83602 -6.04267 -1.51728 -0.0610 -0.2314 0.0333 0.19
H -4.83724 -5.14961 -0.46255 -0.0734 0.1592 -0.1018 0.28

=====

14
Properties=species:S:1:pos:R:3:forces:R:3:mulliken_charge:R:1 method="wB97M-V/def2-TZVPD" e_above_lowest_ev=5.464 smiles=[O-][C@H]1C[N@+]23C[C@]12C3 spin_multiplicity=1
O -0.58138 1.44276 1.82587 0.0349 0.0525 0.1115 -0.74
C -0.74239 1.13767 0.61210 0.0292 -0.0612 -0.5177 0.08
C 0.54410 1.12229 -0.28870 0.0460 0.2858 0.0444 -0.65
N 0.71128 -0.37771 -0.45120 0.1218 0.0996 -0.0714 -0.17
C -0.48948 -0.99684 -1.09203 -0.1728 -0.0843 -0.3093 -0.24
C -0.70222 -0.58185 0.29549 -0.2214 -0.1461 0.1294 0.05
C 0.53976 -1.10956 0.85054 0.0992 -0.1162 0.3158 -0.21
H -1.64117 1.48008 0.04438 0.1548 -0.0389 0.1936 0.31
H 0.47958 1.55535 -1.29011 0.0071 -0.0164 0.1373 0.31
H 1.39843 1.51430 0.26137 -0.0169 -0.0301 -0.0992 0.33
H -0.92821 -0.39868 -1.88815 -0.0226 -0.0896 0.1397 0.22
H -0.32536 -2.04447 -1.33530 0.0710 0.0938 0.0073 0.24
H 0.79331 -2.16111 0.74317 0.0089 0.1120 -0.0361 0.24
H 0.94375 -0.58223 1.71257 -0.1394 -0.0610 -0.0452 0.23

=====

83
Properties=species:S:1:pos:R:3:forces:R:3:mulliken_charge:R:1 method="wB97M-V/def2-TZVPD" e_above_lowest_ev=0.252 total_charge=-1 spin_multiplicity=1
Cs 0.40022 -2.06832 0.24116 0.2290 0.4108 0.8348 1.35
C 0.73902 0.83774 -3.64579 -0.0028 0.0024 -0.0225 -0.56
O 2.14718 0.69025 -3.66008 0.0082 -0.0149 -0.0599 -0.37
C 2.57409 -0.64307 -3.89015 -0.0159 -0.0094 -0.0626 -0.75
C 2.15961 -1.61413 -2.80807 0.0282 -0.0232 0.1155 -0.23
O 2.79759 -1.31136 -1.56974 -0.0811 -0.1253 -0.0760 0.01
C 3.91118 -2.13018 -1.27427 -0.0306 -0.0492 -0.0432 -0.88
C 4.33719 -1.88228 0.15285 0.0231 -0.0647 0.0123 0.12
O 3.47675 -2.60145 1.00833 -0.0319 0.0706 0.0125 -0.30
C 3.65210 -2.26208 2.37172 0.0252 0.0601 -0.0569 -0.54
H 0.29177 0.40162 -4.54876 -0.0014 0.0029 0.0063 0.35
H 0.53562 1.90789 -3.62903 -0.0029 0.0002 0.0039 0.28
H 0.27128 0.37185 -2.77351 -0.0032 0.0068 -0.0037 0.17
H 3.66245 -0.59337 -3.96607 0.0026 0.0032 -0.0101 0.29
H 2.17483 -0.99457 -4.85378 0.0021 -0.0163 0.0090 0.36
H 2.36355 -2.64854 -3.09795 0.0280 0.0264 -0.0912 0.43
H 1.08043 -1.57894 -2.65104 0.0333 -0.0278 0.0368 -0.07
H 4.74335 -1.92307 -1.96210 0.0121 0.0652 0.0323 0.27
H 3.63442 -3.18656 -1.37869 0.0113 -0.0028 -0.0087 0.35
H 4.29624 -0.80928 0.37320 -0.0175 0.0387 -0.0034 -0.23
H 5.37631 -2.21571 0.29650 -0.0089 -0.0201 -0.0130 0.42
H 4.67610 -2.49031 2.69658 -0.0146 -0.0252 0.0277 0.34
H 2.93506 -2.83842 2.95146 0.0027 -0.0002 0.0005 0.21
H 3.44946 -1.20008 2.54252 -0.0182 0.0133 -0.0074 0.14
C -0.01343 1.05607 7.39761 -0.0279 0.0065 -0.0164 -1.04
C -1.12237 1.02685 6.34767 0.0597 0.0057 0.0174 -0.42
N -1.09513 -0.14989 5.51070 -0.0419 -0.0481 0.0125 -0.19
C -0.19623 -0.33839 4.48515 0.0601 0.1431 -0.0327 0.13
S -0.14905 -1.90768 3.79952 0.0039 -0.0832 -0.0241 -0.55
N 0.53616 0.72812 4.21266 -0.0534 -0.0870 0.1002 -0.57
N 1.25799 0.66923 3.06637 -0.0221 0.0331 -0.0959 0.25
C 2.26591 1.46252 2.99644 0.0316 0.0077 0.0753 0.30
C 2.75218 2.33527 4.12473 -0.0041 -0.0036 -0.0393 -1.69
C 2.98358 1.55184 1.70470 -0.0999 0.0574 -0.1477 0.63
C 4.31836 1.96024 1.65226 0.0696 0.0020 -0.0048 -0.75
C 4.94300 2.09739 0.42284 0.0218 -0.0174 0.0343 -0.74
C 4.22484 1.83395 -0.72924 -0.0529 -0.0101 -0.0102 -0.73
C 2.90056 1.43345 -0.58886 0.0276 0.0185 -0.0415 -0.11
N 2.29238 1.29620 0.58167 0.0480 -0.0240 0.0999 0.29
H -0.06088 1.97664 7.98534 0.0163 -0.0064 0.0138 0.31
H 0.95778 1.00062 6.90657 -0.0037 0.0081 -0.0080 0.25
H -0.10367 0.20689 8.07835 0.0038 0.0058 0.0101 0.32
H -1.03812 1.90222 5.70446 -0.0068 -0.0016 -0.0056 0.25
H -2.09993 1.06609 6.83640 -0.0036 -0.0047 -0.0095 0.42
H -1.48389 -1.00550 5.86829 0.0082 0.0026 -0.0287 0.21
H 2.03758 2.29631 4.94194 -0.0100 0.0173 -0.0209 0.39
H 2.87217 3.36667 3.78162 0.0153 0.0097 0.0441 0.38
H 3.72429 2.00252 4.49972 -0.0078 -0.0260 0.0176 0.27
H 4.86330 2.16615 2.56327 -0.0234 -0.0137 0.0097 0.33
H 5.98127 2.40438 0.37400 -0.0023 0.0098 -0.0106 0.35
H 4.65831 1.92767 -1.71598 0.0060 0.0066 0.0012 0.50
H 2.31836 1.20714 -1.47328 0.0281 0.0532 0.0940 0.32
N -9.06967 1.86554 -4.88792 -0.0001 0.0011 -0.0038 -0.55
C -8.08505 1.55064 -4.38522 -0.0016 -0.0032 -0.0089 -0.01
C -6.85389 1.15896 -3.75430 0.0271 -0.0086 0.0142 0.61
C -5.84993 0.54329 -4.50114 -0.0242 0.0072 -0.0128 -0.89
C -4.67228 0.16749 -3.88542 0.0317 0.0105 0.0280 -0.07
C -4.46309 0.41239 -2.52577 -0.0610 -0.0204 -0.1093 -0.21
C -5.48519 1.00585 -1.78674 0.0243 0.0122 0.0348 -0.36
C -6.67066 1.38300 -2.39281 -0.0220 -0.0034 -0.0025 -0.85
C -3.18508 0.00038 -1.90521 0.1576 0.0282 0.1057 0.90
C -2.76495 -1.40882 -2.12662 -0.0684 0.1046 0.0285 -0.09
C -3.76615 -2.50375 -2.19237 -0.0448 0.0018 -0.0071 -0.72
C -3.07503 -3.63381 -2.29505 0.0291 -0.0133 -0.0157 -1.07
C -1.61035 -3.29361 -2.35482 -0.1169 -0.0719 -0.2144 0.24
N -1.55518 -1.81452 -2.20516 -0.0534 -0.1321 -0.0615 0.15
C -2.48164 0.83416 -1.11251 0.0442 -0.1241 -0.2172 0.13
C -2.75522 2.23414 -0.74586 0.0141 -0.0071 -0.0084 -0.86
C -1.79187 2.58073 0.12083 0.0095 0.0437 0.0395 -1.24
C -0.92258 1.40140 0.27648 -0.0534 -0.0580 -0.1407 -0.52
N -1.30679 0.41311 -0.46124 -0.0301 0.1619 0.4000 0.25
H -6.00100 0.36260 -5.55673 -0.0020 0.0006 0.0004 0.44
H -3.89268 -0.31656 -4.46042 0.0027 -0.0002 -0.0044 0.54
H -5.35286 1.15184 -0.72328 0.0121 0.0102 0.0088 0.64
H -7.46136 1.84030 -1.81341 0.0026 0.0010 -0.0032 0.44
H -4.83769 -2.37758 -2.13054 0.0029 -0.0016 0.0007 0.54
H -3.45136 -4.64486 -2.31941 0.0104 -0.0103 -0.0046 0.45
H -1.19030 -3.49156 -3.35658 -0.0509 -0.0320 -0.0104 0.16
H -3.55700 2.84869 -1.12048 -0.0297 -0.0114 -0.0147 0.61
H -1.66121 3.52937 0.61834 0.0043 0.0012 -0.0027 0.46
H -0.04271 1.31753 0.90656 -0.0190 0.0329 0.0174 0.67
O -0.90598 -4.00744 -1.41899 -0.0082 -0.0200 -0.1179 -0.38
O 0.50760 -3.89953 -1.76438 -0.0040 -0.2823 -0.3848 -0.66

=====

Ordered F_max results: 3.5; 5.8; 0.5; 1.0; unit eV/A.